Entry 1:
The following is a DFT calculation (the ωB97M-V functional and the def2-TZVPD basis) of a single C5H4N2S molecule.

Values from the calculation:
Highest occupied orbital energy (spin up / spin down), eV: -5.70 / -9.36
HOMO-LUMO gap (spin up / spin down), eV: 6.4 / 7.1
E_LUMO (spin up / spin down), eV: 0.737 / -2.282

```
! wB97M-V def2-TZVPD RIJCOSX def2/J DEFGRID3
* xyz 0 3
C 0.25 -1.15 -0.08
C -0.79 1.13 0.54
C -0.30 2.41 0.41
C -0.18 0.00 0.05
C 2.00 1.36 0.53
N 0.77 -2.39 -0.37
N 2.55 0.45 0.97
S 1.31 2.71 -0.17
H -1.79 0.89 0.77
H -0.88 3.17 0.93
H 1.50 -2.85 0.14
H -0.06 -2.99 -0.47
*
```



Entry 2:
The following is a DFT calculation (the ωB97M-V functional and the def2-TZVPD basis) of a molecular structure, C16H46CdN4O6Zn.

Values from the calculation:
Highest occupied orbital energy, eV: -13.82
HOMO-LUMO gap, eV: 6.7
E_LUMO, eV: -7.140

```
! wB97M-V def2-TZVPD RIJCOSX def2/J DEFGRID3
* xyz 2 1
Cd 1.73 -1.47 0.61
Zn -0.59 -1.76 -1.21
O 0.68 -3.08 -0.40
H 0.50 -4.00 -0.20
O 0.10 -0.43 0.02
H -0.42 0.36 0.16
C 4.95 -1.57 3.60
C 3.75 -1.17 2.74
C 3.89 0.09 1.85
O 2.62 0.42 1.34
C 2.55 1.64 0.63
N 3.24 -2.36 2.01
H 5.68 -2.03 2.93
H 4.63 -2.31 4.34
H 5.32 -0.81 4.28
H 2.92 -0.86 3.39
H 4.61 -0.02 1.02
H 4.49 0.85 2.37
H 1.55 2.08 0.60
H 2.83 1.56 -0.43
H 3.25 2.38 1.02
H 4.01 -2.99 1.79
H 2.72 -2.88 2.72
C -0.57 0.35 3.53
C -0.09 -1.08 3.84
C -1.25 -1.93 4.52
O -1.14 -3.29 4.08
C -2.31 -4.00 4.45
N 0.25 -1.78 2.58
H -1.63 0.41 3.27
H -0.06 0.80 2.68
H -0.55 0.93 4.45
H 0.84 -1.12 4.40
H -2.23 -1.59 4.19
H -1.16 -1.91 5.60
H -3.26 -3.67 4.01
H -2.47 -4.00 5.53
H -2.16 -5.05 4.20
H 0.25 -2.76 2.87
H -0.53 -1.70 1.93
C -3.34 1.80 -2.61
C -2.53 1.06 -1.51
C -3.14 1.01 -0.14
O -3.62 2.26 0.29
C -4.02 2.19 1.66
N -2.23 -0.29 -2.05
H -4.35 1.39 -2.58
H -2.92 1.68 -3.60
H -3.32 2.84 -2.29
H -1.53 1.52 -1.50
H -2.42 0.53 0.53
H -3.99 0.31 -0.08
H -3.19 1.92 2.31
H -4.81 1.44 1.79
H -4.48 3.16 1.81
H -2.37 -0.40 -3.05
H -2.89 -0.97 -1.66
C 0.82 1.93 -3.02
C 0.37 1.20 -4.29
C 0.31 2.15 -5.48
O -0.27 1.60 -6.63
C 0.05 2.28 -7.84
N 1.24 0.03 -4.52
H 0.21 2.79 -2.76
H 1.84 2.31 -3.08
H 0.89 1.27 -2.15
H -0.67 0.87 -4.16
H 1.40 2.28 -5.62
H -0.20 3.09 -5.26
H -0.18 3.35 -7.74
H -0.57 1.85 -8.62
H 1.12 2.25 -8.03
H 0.82 -0.71 -3.96
H 1.02 -0.25 -5.48
*
```



The calculation returns the following DFT total energy values, one per record and in order: -700.394181, -3254.146740 hartree.
The calculation returns the following energy relative to the best compared isomer or geometry (same formula, charge and spin) values, one per record and in order: 42.0, 0.0 kcal per mole.
The calculation returns the following F_max values, one per record and in order: 0.1094, 0.0651 Eh/bohr.